# C17H25ClNO2S

The ion C17H25ClNO2S with charge +1 (the ωB97M-V functional and the def2-TZVPD basis, the OMol25 dataset).

Output
- SMILES = CCOC(=O)[C@H]1CC[N@H+](CCCSc2ccc(Cl)cc2)CC1
- energy (Eh) = -1726.21645
- total charge = +1
- relative energy (zero: lowest compared OMol25 entry of this formula, charge and spin) (kcal per mole) = 0.0

XYZ file:
```
47
Properties=species:S:1:pos:R:3:forces:R:3:mulliken_charge:R:1
Cl 2.151672 -3.812716 1.305909 0.0 -0.1 0.0 -0.1894
S 3.165299 1.564997 -1.755554 -0.3 -0.1 0.0 -0.1258
O -1.991693 -1.981844 -0.881820 -0.2 -0.4 0.1 -0.3321
O -1.088824 0.062517 -1.029878 -0.1 -0.2 -0.4 -0.7607
N -0.494259 1.563714 1.041414 0.0 0.1 -0.5 0.3911
C -1.768418 -2.273097 -2.275988 0.1 0.0 -0.7 -0.0568
C 1.969388 -0.887197 -1.390067 0.1 0.0 0.1 -0.1511
C 0.323380 2.798659 0.998970 0.6 0.5 0.0 -0.8070
C 1.582342 2.291187 -1.174791 0.6 -0.2 0.1 -0.1149
C 3.528651 -1.537025 0.816808 -0.1 -0.2 0.1 -0.6285
C 0.191799 0.414342 1.680235 0.3 -0.6 0.3 0.2737
C -1.647087 -0.826340 -0.402079 0.0 0.4 0.7 0.3962
C 1.675773 2.619274 0.314484 -0.2 -0.1 0.0 -0.5355
C -0.791865 -0.726455 1.975545 0.0 0.0 -0.2 -1.0949
C 2.498224 -2.373402 0.411537 0.0 0.2 -0.1 0.2611
C 1.732877 -2.064909 -0.706316 0.0 -0.1 0.1 -0.8184
C 2.959616 -0.017390 -0.952478 0.1 0.4 -0.2 -0.3422
C -1.804361 1.778281 1.690666 -0.7 0.1 0.1 -0.6438
C -2.986689 -1.894421 -3.101145 0.2 0.0 0.4 -1.3212
C -2.028008 -0.673147 1.067718 -0.1 -0.2 -0.1 0.0307
C 3.758555 -0.357237 0.130133 -0.1 0.0 -0.1 -0.2195
C -2.769469 0.659716 1.287019 0.1 0.0 -0.1 -1.0046
H -3.150696 -0.819591 -3.072296 0.0 0.1 0.0 0.3192
H -3.298293 0.936284 0.373615 0.0 0.0 0.1 0.4042
H 2.251305 1.844392 0.823348 0.0 0.1 0.0 0.2899
H -0.696363 1.229517 0.053866 0.1 0.2 0.4 0.3210
H 0.478695 3.137490 2.026849 -0.2 -0.1 0.0 0.4610
H -2.681364 -1.512330 1.313257 0.1 0.1 0.0 0.6390
H -1.651070 1.799977 2.771862 0.1 0.0 -0.1 0.3986
H 0.796350 1.573971 -1.404565 -0.1 0.0 -0.1 -0.2033
H 1.431805 3.187318 -1.772667 -0.1 0.0 0.0 0.4716
H -1.589821 -3.348675 -2.312069 0.0 0.1 0.1 0.3768
H -0.883585 -1.729115 -2.616635 -0.1 -0.1 0.1 0.1433
H -1.141464 -0.672976 3.007091 0.0 0.0 0.0 0.4521
H -2.206678 2.745190 1.385570 0.2 0.0 0.0 0.4454
H 4.140053 -1.803581 1.663614 0.0 -0.1 0.1 0.4644
H 0.970189 -2.752158 -1.036336 -0.1 -0.1 0.0 0.5523
H 4.556641 0.303025 0.432100 0.1 0.1 0.1 0.4942
H -0.276614 -1.679357 1.855438 0.1 0.0 0.1 0.4311
H -2.826449 -2.193986 -4.132143 0.0 0.0 -0.1 0.4084
H 2.231698 3.550241 0.433248 0.0 0.0 0.1 0.4472
H -0.253753 3.557879 0.466352 -0.1 -0.1 0.1 0.3689
H 1.390371 -0.636045 -2.265528 -0.1 0.0 -0.1 0.5978
H 0.969202 0.060453 1.002809 0.0 0.2 0.0 -0.9113
H 0.661139 0.755493 2.605494 0.0 0.1 -0.1 0.6511
H -3.516591 0.538282 2.070167 0.0 0.0 0.0 0.4190
H -3.871587 -2.399220 -2.722776 -0.1 -0.1 0.0 0.3516
```
Forces are in eV/Å.

***

# C17H25F2N2O3P

A cluster of 3 separate species, C17H25F2N2O3P in total (the ωB97M-V functional and the def2-TZVPD basis, the OMol25 dataset).

Output
- SMILES = COC[C@H](CN)OCP(N)O.Fc1ccccc1.Fc1ccccc1
- energy (Eh) = -1539.09089
- total charge = 0

XYZ file:
```
50
Properties=species:S:1:pos:R:3:forces:R:3:mulliken_charge:R:1
P -2.609041 -1.002419 0.659684 0.1 -0.4 0.1 0.2137
F 3.156045 2.035364 -3.827101 0.0 0.0 0.0 -0.3417
F 2.535417 1.141194 3.576566 0.0 0.0 0.0 -0.2817
O -3.364103 -3.409155 -3.167712 -0.2 0.0 -0.1 -0.4153
O -1.965489 0.182316 -0.264707 0.0 0.1 -0.3 -0.4968
O -1.291387 -2.650198 -1.227704 0.4 0.1 0.0 -0.4212
N 0.435335 -0.454048 -2.283852 -0.1 0.0 0.3 -0.3937
N -1.397671 -1.431945 1.801672 0.0 0.5 -0.3 -0.5977
C 3.391262 1.831148 -1.499759 0.0 0.0 0.0 -0.3976
C -4.326778 -2.396364 -3.387454 -0.1 0.0 -0.1 -0.6760
C 3.139842 4.589753 -1.280410 0.0 0.0 0.0 -0.2293
C 0.231060 1.128825 4.037287 0.0 0.0 0.0 -0.6539
C -2.050734 -3.046929 -3.506093 0.4 -0.3 -0.1 -0.9030
C 3.215835 2.627752 -2.611831 0.0 0.0 -0.1 0.3601
C 3.088629 3.998855 -2.534873 0.0 0.0 0.0 -0.5548
C -0.792161 0.919371 4.951160 0.0 0.0 0.0 -0.2366
C -2.424641 -2.548459 -0.383440 -0.3 0.0 0.0 -0.4904
C -0.505303 0.540179 6.254891 0.0 0.0 0.0 -0.6298
C -1.399873 -2.086645 -2.531486 -0.2 0.3 0.3 0.5332
C 1.851197 0.574210 5.749807 0.0 0.0 0.0 -0.5572
C 3.310243 3.816102 -0.140787 0.0 0.0 0.0 -0.6046
C 0.814030 0.370385 6.648803 0.0 0.0 0.0 -0.2765
C 1.531382 0.947437 4.461423 0.1 0.0 -0.1 0.4960
C 0.011662 -1.693143 -2.948231 0.1 -0.1 0.1 -1.1417
C 3.433834 2.438546 -0.253335 0.0 0.0 0.0 -0.3758
H 3.041316 5.663940 -1.196181 0.0 0.0 0.0 0.3553
H -2.315041 -3.343299 0.358843 -0.1 0.0 -0.1 0.3845
H 2.886923 0.445164 6.031705 0.0 0.0 0.0 0.4267
H -2.000312 -1.169239 -2.470432 0.0 0.0 -0.1 0.4944
H 0.682145 -2.501113 -2.641554 -0.1 -0.1 -0.1 0.3727
H -1.307699 0.377074 6.960949 0.0 0.0 0.0 0.3743
H 1.292386 -0.591055 -1.768158 0.0 0.0 0.1 0.1572
H -1.488224 -3.985661 -3.521112 0.0 0.1 0.0 0.3234
H 3.562922 1.831387 0.630961 0.0 0.0 0.1 0.4338
H -3.934908 -1.605694 -4.036635 -0.1 0.0 0.0 0.3110
H 0.032567 1.428674 3.016139 0.0 0.0 0.0 0.6019
H -1.819747 1.053981 4.638894 0.0 0.0 0.0 0.3983
H -0.484700 -1.576979 1.379050 0.0 -0.2 0.0 0.2808
H -3.342492 -2.747000 -0.944025 0.1 0.1 0.1 0.2589
H -1.203261 -0.019885 -0.838847 0.2 -0.2 0.1 0.4258
H 0.614396 0.296205 -2.934923 -0.1 0.0 -0.1 0.1584
H 3.488837 0.760083 -1.616605 0.0 0.0 0.0 0.5271
H -5.189149 -2.854927 -3.875910 0.0 0.1 0.1 0.2709
H 3.344295 4.284561 0.833192 0.0 0.0 0.0 0.4019
H -2.013616 -2.600938 -4.511712 0.0 -0.1 0.0 0.4554
H 2.953223 4.578948 -3.437037 0.0 0.0 0.0 0.4204
H 1.042773 0.075032 7.664144 0.0 0.0 0.0 0.3528
H 0.079661 -1.607053 -4.036221 -0.1 0.0 0.0 0.4081
H -4.646605 -1.940342 -2.444779 0.0 0.0 0.0 0.2616
H -1.294282 -0.673997 2.467733 0.0 -0.2 0.2 0.2167
```
Forces are in eV/Å.

***

# C17H25FN2O4

The molecule C17H25FN2O4 at a distorted geometry (the ωB97M-V functional and the def2-TZVPD basis, the OMol25 dataset).

Output
- SMILES = CO[C@H](C[C@H](CCN1CCOCC1)C(=O)NO)c1ccc(F)cc1
- energy (Eh) = -1172.92385
- total charge = 0
- relative energy (zero: lowest compared OMol25 entry of this formula, charge and spin) (kcal per mole) = 60.9

XYZ file:
```
49
Properties=species:S:1:pos:R:3:forces:R:3:mulliken_charge:R:1
F 3.967529 -2.828474 -2.110979 -0.4 1.8 1.7 -0.3249
O -3.080200 0.381231 2.178563 2.1 -2.1 -2.4 -0.7106
O -3.933392 -1.586933 0.537794 2.3 -2.0 -0.5 -0.4252
O 2.443477 0.349978 3.292104 0.4 0.3 0.1 -0.4406
O -2.128495 -0.146080 -3.797840 0.8 -1.4 -1.4 -0.4477
N -1.923750 0.939918 -1.258380 -2.2 -2.7 -1.0 0.6759
N -2.526013 -1.406096 0.794927 -0.5 1.4 0.9 0.0506
C -0.929147 1.839832 0.912316 0.2 -1.2 -0.9 -1.2618
C 2.226054 -1.736740 0.981688 0.6 0.1 -0.2 -0.1074
C 3.525754 -1.959705 -1.081051 -1.5 -0.9 -0.5 0.4102
C 3.542154 -0.553506 -1.216101 1.4 -0.2 -0.2 -0.7329
C 1.738932 0.528436 2.023046 -0.5 -2.9 2.1 -0.6720
C 2.981667 0.211141 -0.173978 -0.4 -0.1 0.2 0.0502
C -0.799848 0.941312 -2.166360 2.0 0.0 0.9 -0.0695
C -1.921986 2.007398 -0.254912 -0.6 -0.2 -0.7 -1.6388
C 3.884752 0.267461 3.270883 -1.2 -2.2 -0.4 -0.6482
C -0.802347 -0.214408 -3.163670 -2.1 0.9 0.7 -0.6738
C 2.825866 -2.572975 -0.013376 0.0 2.0 0.4 -0.8580
C 2.277674 -0.340865 0.943709 1.5 -1.3 -2.5 0.2269
C -3.302443 0.634911 -1.994294 1.1 1.1 1.9 -0.7640
C -0.817852 0.334973 1.320929 1.2 0.4 0.6 1.7869
C -3.276117 -0.526383 -2.988514 1.0 3.6 -0.7 -0.4002
C 0.250022 0.154201 2.493628 -0.4 1.2 0.5 -1.2637
C -2.212632 -0.259275 1.489029 -1.9 1.6 1.8 -0.1713
H 0.210890 -0.928467 2.791143 0.4 1.1 -0.1 0.2808
H 0.070274 2.129943 0.600176 0.2 0.2 0.0 0.4943
H -0.350769 -0.157922 0.473965 0.0 -0.3 -0.3 -0.3823
H 2.731509 -3.636859 0.051076 0.1 -0.4 -0.1 0.4968
H 4.162464 -0.812155 3.361995 -0.2 0.3 -1.4 0.2257
H 1.768150 -2.058545 1.920598 0.1 -0.9 -0.6 0.3951
H -4.331639 -0.752916 0.741966 -0.1 1.3 0.6 0.3672
H -4.228560 -0.392299 -3.578798 1.3 -0.4 0.1 0.2893
H -4.028675 0.371732 -1.260466 -0.3 -0.2 1.2 0.3181
H 4.368886 0.483500 4.195361 -0.3 1.8 0.8 0.2996
H 1.990737 1.447913 1.615704 -0.5 2.7 0.0 0.8185
H -3.260681 -1.509828 -2.580166 0.4 -0.8 0.5 0.2810
H 4.167095 -0.048479 -2.037341 -1.3 -0.9 1.3 0.3343
H 0.182710 0.761495 -1.533452 -1.6 0.9 -1.1 -0.1208
H -1.204284 2.433983 1.772038 -0.3 0.2 0.1 0.5070
H -0.700556 -1.157550 -2.651567 0.1 -0.6 0.2 0.2995
H 4.247202 0.767241 2.385306 0.7 0.0 0.0 0.3136
H -1.814055 -1.860717 0.199445 -1.4 0.5 0.0 0.2652
H -3.747131 1.579256 -2.395238 0.8 -0.6 -0.5 0.3745
H -0.737830 1.881737 -2.780709 0.2 -0.4 0.6 0.3098
H -1.839330 2.845715 -0.916347 0.8 1.7 0.4 0.7097
H 0.058957 -0.088713 -3.847977 -1.0 -0.1 -0.2 0.3645
H 3.092878 1.299654 -0.240075 -0.1 -0.3 0.0 0.3801
H 0.067410 0.796957 3.479519 0.1 -1.3 -2.3 0.3547
H -2.885310 2.145972 0.214682 -0.6 -0.5 -0.2 0.4336
```
Forces are in eV/Å.

***

# C17H25FN2O6S2

A cluster of 2 separate species, C17H25FN2O6S2 in total at a distorted geometry (the ωB97M-V functional and the def2-TZVPD basis, the OMol25 dataset).

Output
- energy (Eh) = -2119.41882
- total charge = -2

XYZ file:
```
53
Properties=species:S:1:pos:R:3:forces:R:3:mulliken_charge:R:1
S -2.704100 -0.581918 0.624713 -0.4 0.1 -0.6 -0.1375
S 1.524887 -4.180763 -3.637440 -0.2 -1.0 -0.7 1.0895
F -2.237561 1.430683 -3.045403 1.9 1.3 1.9 -0.3716
O 1.537465 -2.761439 -3.238988 0.0 1.9 0.7 -0.6794
O 0.144622 -4.589825 -3.955558 -0.8 -0.1 -0.1 -0.7963
O 2.039058 -5.006738 -2.529760 0.4 -0.3 1.1 -0.7815
O -0.160763 1.392091 3.730897 0.0 -2.3 -6.8 -0.7636
O 2.378287 -4.365217 -4.825256 0.6 0.1 -0.6 -0.7919
O 0.137856 -0.770795 2.712879 -1.4 7.1 -2.5 -0.4716
N 0.790607 3.379447 0.704377 -3.1 -2.1 2.4 0.0357
N 4.202518 3.043891 2.163922 -3.1 -4.0 -3.5 -0.6840
C -1.094239 1.922865 -2.242544 1.7 0.0 -1.0 -0.2908
C 1.878082 -2.943306 0.490342 -1.2 -1.1 0.2 -0.2768
C 0.867962 -1.829378 -0.241946 -0.3 -0.4 0.5 0.1801
C -2.045763 1.142542 0.963832 -1.5 1.3 0.7 -1.2258
C 0.524730 0.917031 -0.236433 0.5 0.5 0.0 1.9734
C 1.591956 -0.361173 -0.151342 -0.2 -0.4 0.2 -1.0617
C 3.028740 2.261647 -0.092330 0.5 0.7 0.4 -0.7325
C -0.108078 0.526539 2.510140 1.4 -3.2 6.5 0.1619
C 1.093419 -3.754396 1.720771 -3.9 -2.1 8.0 -0.0849
C -0.244208 0.643769 -1.663913 -0.1 0.5 -0.8 -0.9855
C -0.223278 2.860864 1.472420 2.2 -0.9 -1.5 -0.5605
C 3.524585 2.041186 1.458773 2.4 2.9 2.0 0.0468
C 1.386957 2.347176 -0.272284 1.6 1.2 -2.2 -0.4850
C -0.410927 1.248947 1.068559 -1.6 0.9 1.7 0.6172
C 0.414936 -4.211881 2.890085 5.6 3.1 -7.5 -0.6034
C -4.410731 -0.473260 -0.203450 -2.0 0.6 0.1 -0.4547
C -5.656546 -0.587009 0.906619 0.0 0.7 -0.5 -0.7813
H 3.395649 1.023010 2.068547 0.0 2.4 -1.7 0.3151
H 2.820727 -2.450796 0.980513 -1.9 -0.9 -0.8 0.2778
H 1.009694 4.393463 0.819284 0.2 -1.4 -0.5 0.3065
H -0.369121 2.480082 -3.009975 -1.8 -1.1 1.4 0.2448
H 2.295654 -0.275548 -1.111801 -1.5 -0.1 2.2 0.3681
H 2.223125 -0.355389 0.851712 -1.4 0.3 -2.1 -0.1819
H -5.712758 -1.646888 1.409166 0.3 2.2 -0.9 0.2377
H 3.538306 1.506452 -0.863857 -1.5 1.4 1.9 0.2651
H -6.675136 -0.407959 0.334974 2.0 -0.4 1.1 0.3056
H -2.538655 1.906567 0.211069 1.2 -1.5 1.2 0.3247
H -0.136080 -1.881882 0.361854 2.0 0.5 -1.0 -0.1001
H -4.552706 0.555400 -0.780288 0.5 -2.2 1.1 0.2538
H 3.436292 3.335133 -0.419045 -0.8 -2.2 0.9 0.4042
H -1.372859 2.733909 -1.435078 -0.1 -1.9 -1.6 0.1716
H -0.965958 -0.280240 -1.664584 1.5 1.8 0.4 0.3572
H -2.466254 1.449515 2.038151 1.2 -0.6 -2.2 0.5610
H 2.194834 -3.757450 -0.290367 -0.6 1.5 1.2 0.2819
H -4.601945 -1.374718 -0.954583 1.1 2.0 1.5 0.3209
H 1.312034 2.967820 -1.289285 -0.1 -1.8 1.8 0.1828
H -0.820542 3.500978 2.259807 1.3 -1.6 -1.8 0.3596
H 4.296332 3.879138 1.545115 -0.2 -0.7 0.3 0.2584
H 0.633656 -2.122080 -1.366996 1.0 0.3 2.1 0.3790
H 0.615046 0.395271 -2.454157 -2.0 0.4 1.7 0.5483
H -5.557763 0.294989 1.695366 -0.1 -2.1 -1.5 0.2067
H 0.227954 -4.610358 3.982776 0.4 1.0 -3.1 0.2671
```
Forces are in eV/Å.

***

# C17H25LaN8O5P

A structure of composition C17H25LaN8O5P at a distorted geometry (the ωB97M-V functional and the def2-TZVPD basis, the OMol25 dataset).

Output
- energy (Eh) = -1849.28718
- total charge = +3
- relative energy (zero: lowest compared OMol25 entry of this formula, charge and spin) (kcal per mole) = 9.3

XYZ file:
```
57
Properties=species:S:1:pos:R:3:forces:R:3:mulliken_charge:R:1
La 0.067990 -0.983716 -0.477954 2.0 -2.7 0.5 1.1610
P -0.308316 0.433949 2.110293 -0.1 0.6 1.4 0.8092
O -1.390187 0.503110 -0.649972 -1.5 1.6 -0.4 -0.3817
O -3.143287 1.351482 -1.737361 0.2 0.0 0.2 -0.7105
O 1.759606 0.561763 -0.890540 0.3 0.5 -0.2 -0.7969
O -5.359521 -1.482710 -4.417145 0.0 0.0 0.0 -0.5293
O -5.050121 0.507245 -3.463351 -0.4 0.2 -0.2 -0.4744
N -0.381122 0.944467 4.804104 0.0 0.0 0.2 0.1688
N 2.435766 -1.463568 -1.585819 0.3 -0.1 -0.2 -0.2807
N 3.183770 -3.543957 -2.254088 0.1 0.1 0.0 -0.3186
N 3.744226 0.463378 -2.006778 -0.2 0.1 0.1 0.1108
N -1.596549 -1.904363 -2.021047 -0.5 -0.1 -0.3 -0.3753
N -3.168788 -2.584095 -3.369855 0.0 0.0 0.0 0.0377
N -1.641646 2.504277 3.437874 -0.1 0.1 0.0 0.0502
N 0.784265 2.562233 3.465956 0.1 0.1 0.0 0.1932
C 2.640632 -0.131318 -1.488508 0.6 -0.2 -0.2 0.4900
C 3.862760 1.927376 -1.928075 -0.1 0.2 0.0 -0.8241
C -1.581820 1.700030 4.747858 0.1 -0.2 0.2 -0.7549
C -2.049605 -2.939894 -2.728562 0.1 0.1 0.1 0.3269
C -4.738958 -0.733039 -3.719365 0.3 -0.3 0.1 0.5128
C -2.498789 -0.855300 -2.240569 -0.2 0.0 0.0 0.3363
C -0.377206 3.374273 3.365969 0.2 0.1 0.0 -0.7518
C 4.705353 -0.308370 -2.589063 0.0 -0.2 0.0 -0.1153
C 4.572041 -1.648576 -2.672696 0.1 0.0 0.0 -0.8663
C -1.445104 -4.294803 -2.777770 -0.1 -0.1 -0.1 -1.2129
C -2.372481 0.444516 -1.531339 -1.0 0.2 -0.6 0.8440
C -0.338858 -0.176534 3.881985 0.0 0.1 -0.2 -0.9376
C 3.382994 -2.237336 -2.165026 0.0 0.2 0.0 0.9543
C -1.757208 1.609106 2.246607 0.1 -0.3 -0.3 -0.9710
C 1.028613 1.733645 2.298357 -0.1 -0.1 0.0 -0.8773
C 0.793736 1.808007 4.718722 -0.1 0.0 0.0 -0.8864
C -3.480919 -1.288022 -3.084678 0.0 0.3 0.0 -0.0096
H 0.545046 -0.784363 4.081765 0.0 0.0 0.0 0.4659
H -2.163055 -5.038521 -2.428116 0.0 0.0 0.0 0.3658
H -1.620870 2.418172 5.566681 0.0 0.1 -0.1 0.3639
H 3.080856 2.395084 -2.523066 0.0 0.0 0.0 0.3152
H -0.400821 3.925504 2.426378 -0.1 0.0 0.0 0.3742
H -2.687274 1.044292 2.318288 0.0 0.0 0.1 0.4774
H 5.571172 0.214014 -2.971470 0.0 0.0 0.0 0.4114
H 4.833756 2.229817 -2.306328 0.0 -0.1 0.0 0.3217
H 5.340463 -2.256694 -3.126520 0.0 0.0 0.0 0.3659
H 2.003234 1.251457 2.390391 0.0 0.0 0.0 0.4857
H -2.459845 1.056322 4.788700 0.0 0.0 -0.1 0.3819
H -1.806779 2.211474 1.338682 0.0 0.1 0.0 0.5390
H -3.758721 -3.141439 -3.982224 0.0 0.0 0.0 0.2689
H 3.758235 2.248977 -0.895355 0.1 0.0 0.0 0.2919
H -2.459019 3.119766 3.465457 0.0 0.0 0.0 0.3567
H 2.335880 -3.969084 -1.927736 0.0 -0.1 0.0 0.1307
H 1.696916 1.203409 4.776078 0.0 0.0 0.0 0.3678
H -0.425220 4.077383 4.197328 -0.1 -0.1 0.0 0.3478
H 1.043820 2.345817 1.394370 0.0 0.0 0.0 0.4346
H -4.442273 0.959583 -2.844904 0.2 -0.1 0.0 0.4379
H 0.795611 2.501555 5.559776 0.0 0.0 0.0 0.3077
H -1.164489 -4.572485 -3.794206 0.0 0.1 0.0 0.3638
H 3.880103 -4.139321 -2.673978 0.0 0.0 0.0 0.2421
H -1.211469 -0.815636 4.029683 0.0 0.0 0.0 0.4521
H -0.566540 -4.338357 -2.137861 0.0 0.0 0.0 0.2089
```
Forces are in eV/Å.